{
  "formula": "C2FOSm",
  "method": "ωB97M-V/def2-TZVPD",
  "largest_force_ev_per_a": 3.08,
  "molar_mass_g_mol": 209.4,
  "orbital_gap_ev": [4.839, 5.053],
  "total_charge": 1,
  "spin_multiplicity": 7,
  "s_squared": 12.168,
  "homo_ha": [-0.4154, -0.4221],
  "energy_ha": -908.7322,
  "species": ["C", "C", "O", "F", "Sm"],
  "positions_angstrom": [[-1.415, -0.602, -0.731], [-0.317, 0.219, -0.434], [-0.162, -0.668, 0.556], [-0.688, 1.467, -0.001], [2.582, -0.416, 0.610]],
  "mulliken_charge": [-0.328, 0.496, -0.537, -0.265, 1.633]
}